(1)
C11H14N2O | ωB97M-V/def2-TZVPD

```
28
Properties=species:S:1:pos:R:3:forces:R:3:nbo_charge:R:1
C -1.6121 2.3823 2.1007 0.2792 2.5035 0.4984 -0.637
C -1.2925 1.2561 1.1991 -0.6556 -2.7497 0.9924 -0.115
C -2.0153 0.8849 0.0983 -0.0880 0.8874 -1.6507 0.006
N -1.8543 -0.4636 -0.2021 0.1214 -0.3738 1.2982 -0.533
C -1.1519 -1.0402 0.8299 2.7921 0.2133 -0.0771 0.129
C -0.4622 -2.2754 0.8117 -0.9732 0.9719 0.9161 -0.242
C 0.3895 -2.5130 1.8754 0.9617 -0.5649 0.2581 -0.228
C 0.6997 -1.5045 2.8360 -1.2301 -0.6769 -1.1624 -0.230
C 0.1004 -0.2418 2.8121 2.1790 -1.7713 0.2259 -0.209
C -0.6972 -0.0221 1.7066 -2.1622 2.3157 -0.6346 -0.073
H -2.5501 2.8812 1.7983 0.1226 -0.5042 0.3495 0.219
H -0.9289 3.2547 2.1285 0.2977 -0.4782 -0.5632 0.211
H -1.6189 2.1679 3.1870 -0.4533 -0.6099 -0.6554 0.222
H -2.5359 1.5788 -0.6095 0.2694 -1.0031 0.8698 0.219
H -2.2084 -1.1249 -0.8749 -0.3953 1.0737 -0.5268 0.418
H -0.6553 -2.9224 -0.0161 0.0972 -0.7963 -0.1614 0.203
H 0.9415 -3.4908 1.9810 -0.6968 1.1658 -0.3388 0.211
H 1.4712 -1.7859 3.5025 0.4594 0.0905 1.0076 0.204
H 0.5490 0.4428 3.5473 -0.8750 0.3135 -0.6792 0.223
C 2.2802 1.1173 -3.7781 0.6941 -0.0417 2.5188 -0.709
C 1.1341 0.4714 -3.0485 -0.9416 -4.7348 1.0371 0.690
N 1.4516 -0.8957 -2.6916 0.6790 1.7314 -1.0078 -0.869
O -0.0480 0.6855 -2.8663 0.6194 2.1376 -0.9495 -0.586
H 2.1443 0.9135 -4.8306 0.4275 0.0777 -0.1666 0.255
H 3.2350 0.7228 -3.2671 -1.3159 0.2457 -1.4386 0.226
H 2.2822 2.1498 -3.4938 -0.1173 0.9018 -0.5848 0.233
H 0.6595 -1.4447 -2.4841 -0.8427 -0.3139 0.5679 0.383
H 2.2926 -1.1844 -2.2516 0.7470 -0.0110 0.0571 0.378
```
Forces are in eV/Å.

Summary:
Energy above the lowest of the compared OMol25 structures with the same formula, charge and spin in kcal/mol: 49.4
Orbital gap in eV: 8.530

(2)
C11H14N2O | ωB97M-V/def2-TZVPD

```
28
Properties=species:S:1:pos:R:3:forces:R:3:nbo_charge:R:1
C -2.9325 -0.9332 3.8935 0.5512 -0.8591 0.1876 -0.625
C -1.9286 -0.3677 2.9413 0.1505 -0.0604 0.0031 -0.066
C -1.6939 -0.9176 1.6904 -0.1824 0.8481 0.1487 -0.189
C -0.8147 -0.2691 0.8272 0.5214 -0.8249 -0.4766 -0.304
C -0.0417 0.8105 1.2317 -0.3000 0.0148 0.1954 0.314
O 0.8205 1.4591 0.4268 0.5551 0.0355 -0.2170 -0.717
C -0.1943 1.2803 2.5387 -0.1138 0.2318 -0.5162 -0.259
C -1.1834 0.7416 3.3336 0.5976 -0.2125 0.4619 -0.195
H -3.7491 -0.2206 3.9953 -0.2714 -0.3904 0.2740 0.219
H -2.4513 -1.1584 4.8546 -0.2312 0.5576 0.0745 0.212
H -3.2359 -1.9412 3.5811 -0.4962 0.4634 -0.2593 0.210
H -2.2722 -1.7810 1.3833 0.1478 -0.0259 -0.1480 0.205
H -0.6150 -0.6887 -0.1545 -0.2316 0.1108 -0.0590 0.203
H 1.0908 0.9692 -0.3984 -0.4541 0.1605 0.3120 0.514
H 0.4561 2.0869 2.8558 -0.1546 0.0123 0.1255 0.219
H -1.2793 1.0969 4.3564 -0.1561 0.1003 -0.1133 0.204
C 1.4682 1.8130 -3.6731 0.2687 -0.0162 -0.1914 -0.641
C 1.5737 0.3867 -3.2478 0.0391 0.5112 0.5484 0.120
C 1.8440 -0.7776 -3.8935 -0.5805 -0.3619 -0.8840 -0.123
N 1.9142 -1.7555 -2.9285 -0.0116 -0.0744 0.8258 -0.513
C 1.7076 -1.1436 -1.7461 0.1490 0.0150 0.2420 0.186
N 1.5206 0.1372 -1.9026 -0.2181 -0.1545 0.5768 -0.512
H 0.6627 2.0248 -4.3597 -0.1535 -0.1652 -0.4844 0.223
H 2.4265 2.0949 -4.1191 -0.2528 0.2852 -0.0337 0.224
H 1.2651 2.4425 -2.8080 0.2400 -0.1433 0.1037 0.240
H 1.6633 -1.0632 -4.9155 0.6109 0.1713 -0.2013 0.220
H 2.3206 -2.6741 -2.9650 -0.2597 -0.0989 -0.5094 0.422
H 1.6579 -1.6522 -0.7978 0.2361 -0.1302 0.0139 0.209
```
Forces are in eV/Å.

Summary:
Energy above the lowest of the compared OMol25 structures with the same formula, charge and spin in kcal/mol: 24.3
Orbital gap in eV: 8.354

(3)
C11H14N2O | ωB97M-V/def2-TZVPD

```
28
Properties=species:S:1:pos:R:3:forces:R:3:nbo_charge:R:1
C 3.3346 1.9483 1.3333 -0.4548 0.8622 -0.3416 -0.627
C 2.7265 0.6826 0.8034 -0.0342 0.1622 0.7826 -0.057
C 1.3798 0.3990 0.9919 -0.2046 -0.0400 -0.4960 -0.175
C 0.8603 -0.8227 0.5966 0.1321 -0.0017 1.0130 -0.263
C 1.7184 -1.7837 0.0957 -0.6043 -0.3873 -1.3828 0.294
O 1.1171 -2.9099 -0.4396 0.4951 -0.1917 0.4838 -0.675
C 3.0639 -1.5253 -0.1013 0.5477 0.3709 -0.2328 -0.292
C 3.5553 -0.2745 0.2367 -0.2095 0.2112 0.6506 -0.185
H 2.6014 2.6077 1.8078 -0.1882 -0.1520 -0.2418 0.214
H 3.7626 2.5131 0.4985 0.2257 0.0425 0.2539 0.216
H 4.0741 1.8063 2.1127 0.3866 -0.3466 -0.1005 0.217
H 0.6872 1.1521 1.3570 0.2382 -0.0369 0.2299 0.210
H -0.1657 -1.0739 0.8428 -0.0249 0.0105 -0.4936 0.227
H 1.8137 -3.4953 -0.7668 -0.2136 0.0814 0.0670 0.474
H 3.7405 -2.2324 -0.5769 -0.2839 -0.1354 0.1069 0.211
H 4.5955 0.0195 0.1737 0.1475 -0.4468 -0.3241 0.210
C -3.3021 1.9420 0.1218 0.9879 1.1276 -1.5561 -0.649
C -3.2572 0.6454 -0.6151 0.0954 -0.2505 1.7073 0.105
C -3.2104 -0.6226 -0.0897 -0.6184 0.3024 -0.9085 -0.136
N -3.1227 -1.4434 -1.1924 -0.6016 -0.3181 -0.1265 -0.519
C -3.1440 -0.6496 -2.2961 0.5641 -0.6684 0.3992 0.175
N -3.1502 0.6100 -1.9683 -0.2700 0.3274 -0.8275 -0.463
H -2.2826 2.3434 0.1080 0.1593 -0.1504 0.5549 0.220
H -3.7116 2.0270 1.1155 -0.1873 -0.5010 0.1781 0.222
H -3.7508 2.6867 -0.5440 -0.5684 -0.1889 0.2262 0.231
H -3.4152 -1.0301 0.8729 0.1676 0.0141 0.4813 0.214
H -3.4594 -2.3916 -1.2194 0.3978 -0.1393 0.1249 0.409
H -3.0588 -1.1281 -3.2589 -0.0812 0.4427 -0.2277 0.192
```
Forces are in eV/Å.

Summary:
Energy above the lowest of the compared OMol25 structures with the same formula, charge and spin in kcal/mol: 34.6
Orbital gap in eV: 9.130

(4)
C11H14N2O | ωB97M-V/def2-TZVPD

```
28
Properties=species:S:1:pos:R:3:forces:R:3:mulliken_spin:R:1
C 1.9258 2.4564 1.1708 3.8167 2.4412 -1.7498 0.002
C 2.0363 1.4492 0.1396 -1.2803 -2.7837 -2.7605 0.001
O 2.2370 0.2985 0.4860 0.6970 -0.7331 0.3640 0.007
N 1.7789 1.6510 -1.2157 -1.3049 2.5588 -0.7010 0.005
H 2.7739 2.2470 1.7975 -0.0681 0.0190 0.8203 0.000
H 1.0464 2.5138 1.6215 -3.9009 -0.8538 2.3800 0.000
H 1.7835 0.9699 -2.0068 0.3328 0.4726 1.8407 -0.003
H 1.2667 2.5351 -1.4741 1.1816 -1.3047 0.4098 0.000
H 2.0040 3.5000 0.8760 0.5378 0.1140 -0.6824 0.000
C -1.7701 -0.0904 -2.8226 2.2494 -0.8080 0.1929 0.011
C 0.1055 -1.5497 -1.7304 -0.9820 -0.5026 -0.4316 0.265
C -0.1596 -1.1579 0.4364 -3.4500 -0.4786 1.8411 0.076
C -1.1154 -0.7633 -1.6577 1.6575 0.3145 1.3650 0.274
C -1.2469 -0.5113 -0.2432 1.1481 -0.4493 -1.8521 -0.031
C -0.1548 -1.3179 1.8550 3.3070 0.8110 -2.7892 -0.008
C -0.9998 -0.4218 2.5231 0.0886 -1.0271 0.3792 0.163
C -2.1682 0.2449 0.4588 -0.6893 -0.2804 -0.6696 0.162
C -2.0044 0.2156 1.8116 -3.1767 3.2683 1.7046 -0.062
N 0.5578 -1.8680 -0.5065 -3.1131 1.6624 -2.0446 0.100
H 1.4498 -2.0225 -0.2624 4.2551 -1.3583 0.4146 -0.007
H 0.4774 -1.9097 -2.6950 0.4681 0.0063 0.7211 0.007
H 0.8482 -1.8111 2.1389 -2.1403 0.6672 0.7192 -0.001
H -2.0155 -0.7094 -3.6594 0.3464 -0.5870 -0.5370 0.006
H -1.1832 0.7794 -3.1339 0.3830 -0.3026 -0.1821 0.028
H -0.9484 -0.2740 3.6020 0.0261 -0.1924 -0.3051 0.004
H -2.9994 0.7567 -0.0815 0.7725 -0.3832 0.8242 -0.001
H -2.8058 0.8996 2.3391 1.9630 -1.5941 -0.4791 0.001
H -2.6405 0.3329 -2.5424 -3.1254 1.3038 1.2073 0.002
```
Forces are in eV/Å.

Summary:
Spin multiplicity: 2
Energy above the lowest of the compared OMol25 structures with the same formula, charge and spin in kcal/mol: 40.8
Orbital gap (alpha / beta) in eV: 9.174 / 6.170
Net charge: +1

(5)
C11H14N2O4 | ωB97M-V/def2-TZVPD

```
31
Properties=species:S:1:pos:R:3:forces:R:3:nbo_charge:R:1
N -0.6574 1.5520 2.0793 -4.0227 2.4832 -2.2250 -0.825
C -0.3952 1.9191 0.6692 -1.7588 2.1654 0.5823 -0.127
C 0.9694 1.7243 0.1564 -0.3439 1.5186 -2.5695 -0.441
C 1.5541 0.4011 0.0242 1.3291 -1.6211 1.4818 -0.075
C 0.7924 -0.7877 0.0091 -1.1918 0.3103 -0.2895 -0.205
C 1.3646 -2.0282 -0.0560 2.0982 -0.0608 0.0983 -0.253
C 2.7618 -2.1343 0.1083 -1.8569 0.4536 -0.3229 0.271
O 3.4176 -3.2866 0.1864 1.0575 -1.3274 -0.0789 -0.662
C 3.5196 -1.0308 0.1812 3.1733 3.6466 1.0260 -0.260
C 2.9526 0.3200 0.1798 0.3809 -2.3553 -1.1405 -0.170
C -1.4147 1.3629 -0.3051 -1.3905 -1.9768 4.2911 0.699
O -1.3454 1.5636 -1.4708 0.1895 0.6989 -3.6330 -0.646
N -2.4066 0.5578 0.2320 1.8756 0.0621 1.2723 -0.626
C -3.4194 -0.0091 -0.5911 0.2090 -2.7782 -0.4678 -0.350
C -3.1178 -1.2343 -1.6282 3.7853 4.3165 2.6067 0.803
O -3.6801 -2.2466 -1.6839 -1.9095 -2.3252 -0.5694 -0.553
O -1.8997 -0.9869 -2.1353 0.5510 1.7612 -1.1278 -0.727
H 0.1526 1.3521 2.4936 4.0761 -1.3716 2.0865 0.358
H -0.9196 2.4778 2.4607 -0.1024 -1.1650 0.3534 0.364
H -0.5686 3.0706 0.5957 0.1961 -1.7694 -0.1161 0.211
H 1.6240 2.3265 0.7144 0.9165 0.9377 0.8587 0.217
H 0.9045 2.2354 -0.8491 0.3545 -0.5574 0.6881 0.245
H -0.3178 -0.7709 0.0586 0.9788 0.2196 -0.3827 0.222
H 0.9259 -2.9576 -0.3209 -1.2795 -0.4671 0.2259 0.213
H 2.8511 -4.0385 0.3254 -0.4981 -0.3013 -0.0088 0.483
H 4.6670 -1.2340 0.3732 -2.4254 0.7546 -0.5596 0.225
H 3.6046 1.2409 0.1450 -0.8118 -1.2508 0.3173 0.220
H -2.3622 0.3153 1.2516 0.2054 0.5253 -1.5969 0.443
H -3.7704 0.7653 -1.1526 -1.7067 1.9755 -1.6266 0.211
H -4.1243 -0.4909 0.0175 -1.4131 0.0415 0.9814 0.222
H -1.6627 0.0518 -2.0686 -0.6658 -2.5432 -0.1546 0.514
```
Forces are in eV/Å.

Summary:
Energy above the lowest of the compared OMol25 structures with the same formula, charge and spin in kcal/mol: 45.0
Orbital gap in eV: 8.985

(6)
C11H14N2O5PtS2Se3Te | ωB97M-V/def2-TZVPD

```
39
Properties=species:S:1:pos:R:3:forces:R:3:mulliken_spin:R:1
Pt -3.7595 1.1778 -1.5601 -1.0202 0.6169 -0.3206 0.098
Se -4.7814 3.1712 -1.1349 -0.5336 1.2313 0.3015 0.438
Se -6.9751 3.2062 -0.7806 -0.3910 0.1046 0.0816 0.532
Te -7.1121 -0.4396 -0.2335 0.0805 -0.1513 -0.1048 0.672
Se -4.7005 -0.0840 0.0512 -1.0008 -1.3072 1.8343 0.253
O -0.4324 1.3086 -2.8059 -0.1419 0.0819 -0.2108 0.000
S -1.8048 0.9103 -3.1975 2.3373 -0.2110 -2.4493 0.002
O -1.8138 0.4007 -4.5484 -0.0810 -0.0289 -0.0998 0.001
O -2.3095 -0.1328 -2.2405 0.0036 -0.6605 0.1765 0.003
O -2.7021 2.0929 -3.0563 -0.1035 0.6001 -0.2756 0.002
C 0.2973 -1.9610 -2.7944 -0.0808 0.0108 0.1844 0.001
C 0.6530 -2.0400 -1.3141 0.0632 0.1856 -0.1180 -0.001
C 1.2107 -0.7212 -0.7558 0.0384 -0.5682 0.2707 0.000
N 0.2377 0.3275 -0.5705 -0.1082 -0.2535 -0.3235 0.002
C -0.6348 0.4380 0.4164 0.0651 1.1286 -0.1126 -0.006
S -1.7003 1.7037 0.5074 0.1011 0.1877 0.3894 0.001
N -0.6685 -0.4991 1.4723 0.0842 -0.8237 0.1964 0.001
C 0.2606 -0.8964 2.3790 -0.3344 -0.1966 -0.2655 0.001
O 0.0174 -1.8120 3.1541 0.0962 0.0094 0.1365 0.000
C 1.5637 -0.1778 2.4505 0.5024 0.2015 0.2854 0.000
C 1.7205 1.1703 2.1368 -0.1697 -0.2037 -0.0196 0.000
C 2.9448 1.7847 2.3288 0.2097 0.1032 0.0993 0.000
C 4.0183 1.0749 2.8442 -0.0327 0.0644 -0.0318 0.000
C 3.8674 -0.2666 3.1607 0.1647 0.0242 0.0036 0.000
C 2.6499 -0.8853 2.9679 -0.2403 -0.0920 -0.1044 0.000
H -0.1072 -2.9127 -3.1365 -0.0399 -0.0637 -0.0859 0.000
H 1.1729 -1.7217 -3.3966 0.1239 0.0242 -0.0652 0.000
H -0.4515 -1.1935 -2.9732 0.1374 -0.2534 -0.0428 -0.001
H 1.4110 -2.8165 -1.1522 -0.0488 -0.0013 0.0437 0.000
H -0.2341 -2.3170 -0.7415 0.0094 -0.0329 0.0805 0.002
H 1.9472 -0.3218 -1.4610 0.0618 -0.0602 0.1200 0.000
H 1.7174 -0.9228 0.1960 0.0481 0.0471 -0.3120 0.000
H -0.0414 0.8350 -1.4946 0.2473 0.0323 0.7958 -0.001
H -1.5964 -0.8643 1.6648 0.0856 0.1424 -0.0480 0.001
H 0.8897 1.7412 1.7528 -0.1387 0.0752 -0.0311 -0.001
H 3.0591 2.8319 2.0873 -0.0180 0.0692 -0.0311 0.000
H 4.9681 1.5657 3.0067 0.0649 0.0431 -0.0229 0.000
H 4.7035 -0.8249 3.5609 0.0244 -0.0439 0.0141 0.000
H 2.5150 -1.9296 3.2104 -0.0657 -0.0315 0.0614 0.000
```
Forces are in eV/Å.

Summary:
Spin multiplicity: 3
Energy above the lowest of the compared OMol25 structures with the same formula, charge and spin in kcal/mol: 35.4
Orbital gap (alpha / beta) in eV: 5.430 / 5.498
Net charge: -2

Copy entry 4 word for word.
C11H14N2O | ωB97M-V/def2-TZVPD

```
28
Properties=species:S:1:pos:R:3:forces:R:3:mulliken_spin:R:1
C 1.9258 2.4564 1.1708 3.8167 2.4412 -1.7498 0.002
C 2.0363 1.4492 0.1396 -1.2803 -2.7837 -2.7605 0.001
O 2.2370 0.2985 0.4860 0.6970 -0.7331 0.3640 0.007
N 1.7789 1.6510 -1.2157 -1.3049 2.5588 -0.7010 0.005
H 2.7739 2.2470 1.7975 -0.0681 0.0190 0.8203 0.000
H 1.0464 2.5138 1.6215 -3.9009 -0.8538 2.3800 0.000
H 1.7835 0.9699 -2.0068 0.3328 0.4726 1.8407 -0.003
H 1.2667 2.5351 -1.4741 1.1816 -1.3047 0.4098 0.000
H 2.0040 3.5000 0.8760 0.5378 0.1140 -0.6824 0.000
C -1.7701 -0.0904 -2.8226 2.2494 -0.8080 0.1929 0.011
C 0.1055 -1.5497 -1.7304 -0.9820 -0.5026 -0.4316 0.265
C -0.1596 -1.1579 0.4364 -3.4500 -0.4786 1.8411 0.076
C -1.1154 -0.7633 -1.6577 1.6575 0.3145 1.3650 0.274
C -1.2469 -0.5113 -0.2432 1.1481 -0.4493 -1.8521 -0.031
C -0.1548 -1.3179 1.8550 3.3070 0.8110 -2.7892 -0.008
C -0.9998 -0.4218 2.5231 0.0886 -1.0271 0.3792 0.163
C -2.1682 0.2449 0.4588 -0.6893 -0.2804 -0.6696 0.162
C -2.0044 0.2156 1.8116 -3.1767 3.2683 1.7046 -0.062
N 0.5578 -1.8680 -0.5065 -3.1131 1.6624 -2.0446 0.100
H 1.4498 -2.0225 -0.2624 4.2551 -1.3583 0.4146 -0.007
H 0.4774 -1.9097 -2.6950 0.4681 0.0063 0.7211 0.007
H 0.8482 -1.8111 2.1389 -2.1403 0.6672 0.7192 -0.001
H -2.0155 -0.7094 -3.6594 0.3464 -0.5870 -0.5370 0.006
H -1.1832 0.7794 -3.1339 0.3830 -0.3026 -0.1821 0.028
H -0.9484 -0.2740 3.6020 0.0261 -0.1924 -0.3051 0.004
H -2.9994 0.7567 -0.0815 0.7725 -0.3832 0.8242 -0.001
H -2.8058 0.8996 2.3391 1.9630 -1.5941 -0.4791 0.001
H -2.6405 0.3329 -2.5424 -3.1254 1.3038 1.2073 0.002
```
Forces are in eV/Å.

Summary:
Spin multiplicity: 2
Energy above the lowest of the compared OMol25 structures with the same formula, charge and spin in kcal/mol: 40.8
Orbital gap (alpha / beta) in eV: 9.174 / 6.170
Net charge: +1

Q: Which of these has the highest energy above the lowest of the compared OMol25 structures with the same formula, charge and spin?
A: number 1

Q: Look up the energy above the lowest of the compared OMol25 structures with the same formula, charge and spin of the sixth one.
A: 35.4 kcal/mol